(1)
Molecular formula: CH4F2Si
Method: DFT, ωB97M-V/def2-TZVPD

The geometry in XYZ format:
```
8
Properties=species:S:1:pos:R:3:forces:R:3:mulliken_charge:R:1
C -0.05138 -0.12826 0.21851 3.70 2.55 0.26 -0.86
F 2.40642 1.33817 -0.36646 0.38 -0.19 0.62 -0.22
F 2.70263 -1.23937 -0.16211 -0.91 1.41 0.58 -0.26
Si 1.69889 0.01451 0.14970 -1.41 -0.98 -1.40 0.72
H -0.59942 0.81025 0.23986 -0.26 -0.68 0.07 0.27
H -0.60663 -2.02290 -3.31668 3.45 3.13 0.34 0.07
H -0.26009 -1.08682 -0.07828 -1.49 -2.12 -0.14 0.33
H 0.15093 -1.33381 -3.24019 -3.45 -3.13 -0.34 -0.06
```
Forces are in eV/Å.

As for the strongest force on any atom: 4.67 eV/A. The calculation puts the highest occupied orbital energy at -8.810 eV. The total charge is 0. The value obtained for the relative energy (zero: lowest compared OMol25 entry of this formula, charge and spin) is 99.40 kcal per mole. The calculation puts the LUMO energy at -0.7 eV. The calculation puts the HOMO-LUMO gap at 8.130 eV.

(2)
Molecular formula: CH4FIP2
Method: DFT, ωB97M-V/def2-TZVPD

The geometry in XYZ format:
```
9
Properties=species:S:1:pos:R:3:forces:R:3:mulliken_charge:R:1
C -1.50482 -0.02070 -0.29805 -2.27 -0.70 1.18 -0.83
F 1.35089 2.10715 0.40090 -0.17 -0.29 0.49 -0.19
P 0.27510 -0.36751 -0.63306 1.23 -0.08 1.05 -0.03
P 1.07454 0.69001 1.11169 1.77 -0.16 -1.24 0.30
I 3.94042 -0.82535 0.20692 -1.41 0.74 0.52 -0.24
H -1.88489 -0.26947 -1.28517 -0.55 0.32 -0.18 0.29
H -1.88042 1.07637 -0.04831 1.17 -2.36 -0.33 0.32
H -2.02136 -0.84721 0.37236 1.08 2.02 -0.95 0.30
H 0.65053 -1.54329 0.17272 -0.86 0.51 -0.53 0.10
```
Forces are in eV/Å.

As for the strongest force on any atom: 2.66 eV/A. The calculation puts the highest occupied orbital energy (alpha / beta) at -9.165 / -8.964 eV. The total charge is 0. The value obtained for the relative energy (zero: lowest compared OMol25 entry of this formula, charge and spin) is 52.20 kcal per mole. The calculation puts the LUMO energy (alpha / beta) at -2.0 / -2.5 eV. The calculation puts the HOMO-LUMO gap (alpha / beta) at 7.151 / 6.420 eV.

(3)
Molecular formula: CH4FN
Method: DFT, ωB97M-V/def2-TZVPD

The geometry in XYZ format:
```
7
Properties=species:S:1:pos:R:3:forces:R:3:mulliken_charge:R:1
C -1.19500 0.18259 0.01051 -0.98 4.14 0.35 -0.20
N -1.02428 -0.97938 -0.29921 -0.51 -2.68 2.57 -0.45
H -1.55954 0.35096 1.02385 0.38 0.37 0.24 0.23
H -1.14229 1.14450 -0.61989 0.07 -1.44 0.42 0.20
H -0.87947 -1.24885 -1.19522 1.05 -0.39 -3.58 0.23
F 2.51668 0.79556 0.17012 -2.21 2.05 -0.64 -0.38
H 3.15018 0.21243 0.35002 2.19 -2.05 0.64 0.38
```
Forces are in eV/Å.

As for the strongest force on any atom: 4.27 eV/A. The calculation puts the highest occupied orbital energy at -9.559 eV. The total charge is 0. The SMILES is C=N.F. The value obtained for the relative energy (zero: lowest compared OMol25 entry of this formula, charge and spin) is 23.09 kcal per mole. The calculation puts the LUMO energy at 1.2 eV. The calculation puts the HOMO-LUMO gap at 10.741 eV.